C3H9NO4 | wB97M-V/def2-TZVPD

F_max	0.58	eV/Å
net charge	0
E_tot	-475.2250	hartree
HOMO level (alpha / beta)	-9.52 / -9.52	eV

Structure (XYZ):
```
17
Properties=species:S:1:pos:R:3:forces:R:3:lowdin_charge:R:1
C -0.95336 0.71500 0.99642 0.133 -0.124 -0.033 -0.18
N 1.73169 0.50517 0.84995 -0.379 0.315 -0.028 -0.05
O 0.00285 -0.29692 0.87625 0.428 0.330 -0.181 -0.25
O 1.62405 1.45745 -0.04282 -0.127 -0.404 0.396 -0.03
O 1.84261 1.09028 2.05115 -0.179 -0.159 -0.484 0.04
H 1.21426 0.93392 -0.95101 0.005 -0.067 0.116 0.07
H 1.57006 2.02486 1.93313 0.024 -0.112 -0.058 0.12
H -1.93732 0.25532 1.14203 0.043 0.045 -0.003 0.09
H -0.99964 1.35959 0.10711 0.004 -0.021 0.017 0.08
H -0.75443 1.33863 1.87954 -0.003 -0.006 -0.036 0.08
C -1.03522 -1.66482 -1.28886 -0.006 0.043 0.036 -0.03
C 0.22206 -0.88671 -1.08467 0.034 0.291 -0.001 -0.31
O 0.40287 0.20002 -1.69407 -0.044 -0.249 0.204 -0.03
H 1.08246 -1.44070 -0.69896 -0.016 0.054 0.027 0.13
H -1.88006 -0.99094 -1.42748 0.037 -0.009 0.008 0.09
H -0.92131 -2.26435 -2.19815 0.025 0.045 0.051 0.09
H -1.21158 -2.33582 -0.44956 0.021 0.030 -0.031 0.09
```
Forces are in eV/Å.

=====

C3H9NO4S | wB97M-V/def2-TZVPD

multiplicity	3
F_max	4.97	eV/Å
net charge	0
E_tot	-873.4131	hartree
⟨S²⟩	2.007
HOMO level (alpha / beta)	-5.95 / -10.77	eV

Structure (XYZ):
```
18
Properties=species:S:1:pos:R:3:forces:R:3:mulliken_spin:R:1
C 0.33935 0.14108 -1.46259 -1.325 -1.152 -1.854 0.30
C 1.80185 1.86035 -0.22941 -0.423 -3.051 -0.655 -0.02
C 0.49944 1.05142 -0.42094 3.557 3.417 0.635 0.64
N -0.47285 1.34606 0.47451 -3.216 -2.091 -0.948 0.56
O -2.18829 -0.78544 0.47218 1.394 -1.262 0.428 0.01
O -1.72979 -3.05023 1.50519 0.270 1.229 -2.017 0.03
O -0.17978 -2.05236 -0.12187 0.472 -0.454 -0.897 0.22
O -0.37601 -1.20318 2.14378 -0.164 0.578 -0.460 0.02
S -1.08613 -1.63909 0.97961 -1.417 0.007 2.366 0.00
H -0.64665 0.03346 -1.98461 0.301 0.320 0.241 0.05
H 0.24474 -0.93004 -0.90682 -0.195 -1.003 0.049 0.18
H 1.15393 0.07711 -2.17964 0.143 -0.140 0.207 0.02
H 2.51784 1.04552 0.19600 -0.393 2.114 -0.588 0.03
H 1.59414 2.68942 0.41004 0.242 0.404 0.819 0.01
H 2.10935 2.28885 -1.19036 0.445 -0.330 0.204 0.01
H -0.22858 1.87582 1.27519 -0.229 0.236 0.795 -0.02
H -2.06328 -3.38257 0.64923 -0.358 -0.646 0.541 0.00
H -1.28929 0.63382 0.39051 0.895 1.826 1.133 -0.04
```
Forces are in eV/Å.

=====

C3H9NOS | wB97M-V/def2-TZVPD

F_max	2.36	eV/Å
net charge	0
structure (SMILES)	N[C@H](CO)CS
E_tot	-647.8605	hartree
HOMO level	-8.79	eV

Structure (XYZ):
```
15
Properties=species:S:1:pos:R:3:forces:R:3:lowdin_charge:R:1
C 0.75256 -0.43233 -0.26760 0.969 -0.101 1.909 -0.47
C 1.20261 0.92751 0.30021 -0.082 -0.797 0.727 -0.25
C -0.47131 -0.94880 0.45219 0.008 -0.079 0.345 -0.55
H 2.64511 -0.99076 -0.68480 -0.647 -0.659 0.892 0.09
H 1.64939 -2.26349 -0.44742 -0.027 -0.159 0.032 0.06
H 0.43982 -0.32943 -1.26374 0.011 0.343 -1.748 0.10
H 2.23823 1.12982 0.10814 0.846 -0.189 -0.516 0.11
H 1.14471 0.89844 1.39681 -0.160 -0.228 0.041 0.13
H 0.69249 2.76363 0.12212 0.731 2.015 0.841 0.06
H -0.63574 -2.01701 0.27836 0.169 0.099 -0.052 0.07
H -0.38281 -0.79876 1.52047 0.051 -0.143 0.274 0.08
H -1.84814 1.02227 0.44124 0.187 0.019 -0.003 -0.14
N 1.88998 -1.36043 -0.05810 0.570 1.006 -1.175 0.03
O 0.41621 1.94863 -0.20781 -1.544 -1.130 -1.380 -0.05
S -1.96286 -0.17244 -0.14442 -1.081 0.004 -0.186 0.73
```
Forces are in eV/Å.

=====

C3H9NOS | wB97M-V/def2-TZVPD

F_max	4.29	eV/Å
net charge	0
E_tot	-647.6617	hartree
HOMO level (alpha / beta)	-7.63 / -8.29	eV

Structure (XYZ):
```
15
Properties=species:S:1:pos:R:3:forces:R:3:lowdin_charge:R:1
C 1.77906 -1.12874 -0.49497 -2.114 -0.628 -0.699 -0.19
C -0.50093 2.08066 -0.24667 1.121 1.265 3.943 -0.11
C 0.77940 -1.19198 0.64496 -1.398 -0.885 -0.162 -0.10
N -1.29496 -0.05810 -0.34598 0.790 0.724 -0.143 -0.43
O -1.41418 1.18213 0.32675 -1.231 -1.796 0.122 -0.29
S -2.52484 -1.16733 0.01428 0.376 0.431 -1.699 0.75
H 2.34852 -2.13518 -0.54795 -0.189 2.138 -0.024 0.09
H 1.18253 -1.02430 -1.47993 0.737 -0.583 1.276 0.08
H 2.22707 -0.11851 -0.44853 0.929 -1.079 0.133 0.06
H -0.55606 2.00205 -1.25878 -0.192 0.336 -2.989 0.04
H 0.52320 1.79326 0.08714 -0.428 0.258 -0.269 0.08
H -0.72442 3.11896 0.21685 0.198 -1.731 -1.099 0.13
H 0.01307 -2.01382 0.84056 1.540 0.967 -0.702 0.04
H 0.77807 -0.46882 1.44164 0.279 0.261 0.075 0.03
H -2.61553 -0.87027 1.25061 -0.417 0.321 2.239 -0.18
```
Forces are in eV/Å.

=====

C3H9NOS | wB97M-V/def2-TZVPD

F_max	4.19	eV/Å
net charge	0
structure (SMILES)	NC[C@H](O)CS
E_tot	-647.7930	hartree
HOMO level	-8.57	eV

Structure (XYZ):
```
15
Properties=species:S:1:pos:R:3:forces:R:3:lowdin_charge:R:1
C -1.03196 -0.40012 0.69358 -0.950 -2.397 -0.007 -0.25
C -0.39960 0.82189 0.06460 0.393 2.208 -0.972 -0.50
C 1.06114 0.95644 0.33437 3.588 0.337 1.374 -0.41
H -0.28184 -1.79669 -0.72503 -2.676 1.580 0.889 0.08
H -1.49824 -0.79708 -1.40446 0.416 -0.808 2.725 0.10
H -0.34891 -1.08601 1.29116 -0.532 1.571 -0.092 0.11
H -2.02609 -0.29152 1.35591 2.146 0.187 -1.753 0.15
H -0.84800 1.77753 0.36173 -0.137 -0.215 0.311 0.14
H 0.22712 0.32140 -1.83261 -3.171 1.800 2.068 0.14
H 1.23871 0.87204 1.42778 -0.190 -0.158 -0.519 0.07
H 1.70827 1.94318 0.12147 -2.040 -2.121 -0.339 0.12
H 1.91497 -1.38099 0.54726 -0.242 -0.374 0.504 -0.18
N -1.21869 -1.26124 -0.47342 0.513 -3.362 -2.070 -0.09
O -0.61868 0.82324 -1.35202 3.405 -0.098 -2.021 -0.17
S 2.12179 -0.50208 -0.41032 -0.523 1.849 -0.096 0.68
```
Forces are in eV/Å.

=====

C3H9NOS2 | wB97M-V/def2-TZVPD

multiplicity	2
F_max	3.79	eV/Å
net charge	-1
E_tot	-1045.9804	hartree
⟨S²⟩	0.752
HOMO level (alpha / beta)	0.50 / -4.05	eV

Structure (XYZ):
```
16
Properties=species:S:1:pos:R:3:forces:R:3:mulliken_spin:R:1
N -1.22021 0.76772 -0.79723 -0.577 1.744 0.606 -0.05
C 0.08790 0.27758 -0.49721 0.413 -1.353 2.383 -0.12
C 1.24250 1.11566 -0.00986 1.511 2.875 -0.631 0.05
O 2.04132 1.41599 -1.18988 -0.951 3.320 -1.560 0.00
C -0.01694 -0.72742 0.60179 -0.902 -2.816 -1.386 -0.07
S -1.10082 -2.11249 -0.09613 0.421 2.064 -1.345 0.72
S -1.60740 -3.20061 1.59040 0.061 -2.101 1.896 0.20
H -1.81407 0.05080 -1.19727 0.246 -0.034 0.089 0.09
H -1.27628 1.62770 -1.31452 0.173 0.046 -0.313 -0.01
H 0.41901 -0.33654 -1.27611 1.182 -0.436 -1.698 0.10
H 1.01516 2.03260 0.63600 -0.487 -0.658 -1.295 0.01
H 2.09574 0.76725 0.62742 -1.418 -1.308 -0.349 0.00
H 1.60170 2.17775 -1.74930 1.157 -2.354 1.746 0.00
H -0.20590 -0.31060 1.53631 -1.510 0.629 1.648 0.00
H 0.88514 -1.25877 0.76619 1.277 -0.267 -0.187 0.02
H -2.14685 -2.28664 2.36939 -0.595 0.646 0.397 0.06
```
Forces are in eV/Å.

=====

C3H9NOS2 | wB97M-V/def2-TZVPD

F_max	3.30	eV/Å
net charge	0
structure (SMILES)	N[C@H](CO)CSS
E_tot	-1046.0239	hartree
HOMO level	-8.96	eV

Structure (XYZ):
```
16
Properties=species:S:1:pos:R:3:forces:R:3:lowdin_charge:R:1
N -0.22423 -1.19738 -0.92357 1.173 0.938 -0.030 0.03
C 0.88157 -0.84765 0.01850 -1.314 -2.101 -0.152 -0.46
C 1.09602 -2.16119 0.84772 0.192 1.823 -0.640 -0.24
O 1.23784 -3.23236 -0.05622 0.289 -0.236 0.898 -0.06
C 0.61804 0.38573 0.82547 0.889 1.455 0.255 -0.55
S 0.36205 1.91219 -0.21930 -3.056 -0.978 0.773 0.51
S -2.00123 1.77432 -0.13994 2.354 0.458 -0.684 0.34
H -1.12001 -0.92258 -0.53281 0.061 0.226 -0.149 0.04
H -0.00135 -0.57504 -1.69819 -0.931 -0.225 -0.264 0.06
H 1.79403 -0.74047 -0.56371 -0.006 0.154 -0.189 0.14
H 0.23806 -2.29899 1.51208 0.194 -0.059 0.236 0.12
H 2.01970 -1.92847 1.38755 -0.050 -0.938 0.327 0.12
H 0.34588 -3.56748 -0.19210 0.163 0.074 -0.386 0.08
H -0.15684 0.28883 1.59704 -0.004 0.015 -0.426 0.06
H 1.49888 0.75114 1.37263 0.093 -0.575 0.059 0.07
H -1.94876 1.12097 1.01186 -0.045 -0.030 0.371 -0.25
```
Forces are in eV/Å.

=====

C3H9NOSi | wB97M-V/def2-TZVPD

F_max	5.62	eV/Å
net charge	0
structure (SMILES)	CC(=O)N(C)[SiH3]
E_tot	-539.1414	hartree
HOMO level	-9.00	eV

Structure (XYZ):
```
15
Properties=species:S:1:pos:R:3:forces:R:3:lowdin_charge:R:1
C 0.75325 0.76941 -0.06056 -4.510 -3.179 1.091 -0.43
C 2.05199 0.15423 -0.40939 0.381 1.071 0.671 -0.01
C -0.33839 -1.56292 0.27327 2.108 -1.584 0.339 -0.18
N -0.53568 -0.20549 -0.06428 3.393 2.736 -1.117 -0.26
O 0.44452 1.83044 0.38740 1.435 1.066 -0.594 0.03
Si -1.88180 0.88866 -0.04482 1.580 1.999 -0.464 0.57
H 2.78404 0.94971 -0.38368 0.275 0.150 -0.302 0.09
H 2.32636 -0.51363 0.38501 0.048 -0.428 0.529 0.08
H 2.08574 -0.40667 -1.31314 -0.255 -0.220 -0.808 0.08
H -0.18034 -1.73642 1.34017 -0.012 0.389 0.478 0.07
H -1.26114 -2.11638 0.10245 0.422 -0.520 -0.806 0.07
H 0.72378 -2.00898 -0.12502 -3.017 0.722 0.086 0.12
H -3.13072 0.36830 -0.28404 -1.935 -1.661 -0.700 -0.12
H -1.75484 2.07505 -1.01680 0.136 -1.005 0.348 -0.04
H -2.08676 1.51469 1.21344 -0.048 0.464 1.248 -0.09
```
Forces are in eV/Å.

=====

C3H9NP2 | wB97M-V/def2-TZVPD

F_max	0.84	eV/Å
net charge	0
structure (SMILES)	C/C=N\P.C=P
E_tot	-857.0696	hartree
HOMO level	-8.89	eV

Structure (XYZ):
```
15
Properties=species:S:1:pos:R:3:forces:R:3:lowdin_charge:R:1
C -3.50825 1.43196 -0.38410 -0.096 -0.529 0.223 -0.47
C 1.28705 -1.77097 -0.07173 0.283 0.065 0.090 -0.10
C 0.87914 -0.38275 -0.42542 -0.205 0.094 0.035 -0.35
N 1.54894 0.67689 -0.30600 -0.676 0.066 -0.493 -0.32
P -3.98762 -0.00922 0.29174 -0.150 0.398 -0.205 0.72
P 3.16284 0.78554 0.19275 0.379 0.026 -0.104 0.72
H -4.25534 2.10800 -0.76793 -0.140 0.123 -0.060 -0.03
H -2.48529 1.75617 -0.47904 0.177 0.058 -0.003 -0.02
H 2.37645 -1.83902 -0.04163 -0.027 -0.175 0.020 0.05
H 0.88415 -2.48441 -0.78664 0.004 -0.074 -0.022 0.07
H 0.89494 -2.02137 0.91512 -0.005 -0.088 0.062 0.08
H -0.13485 -0.26390 -0.80064 -0.217 -0.054 -0.151 0.09
H -2.70656 -0.50399 0.61649 0.242 -0.053 0.046 -0.19
H 3.00364 0.38042 1.52527 0.122 -0.201 0.403 -0.12
H 3.04075 2.13665 0.52178 0.308 0.345 0.160 -0.13
```
Forces are in eV/Å.

=====

C3H9NS | wB97M-V/def2-TZVPD

F_max	6.37	eV/Å
net charge	0
structure (SMILES)	C[C@@H](N)CS
E_tot	-572.5871	hartree
HOMO level	-8.59	eV

Structure (XYZ):
```
14
Properties=species:S:1:pos:R:3:forces:R:3:lowdin_charge:R:1
C 0.60999 1.31375 0.11250 -0.622 4.862 -2.451 -0.13
C 0.39014 -0.01275 -0.33203 -4.642 -4.310 0.659 -0.58
C -0.90653 -0.56293 0.53681 0.530 -1.461 -0.390 -0.56
H -0.12485 1.93226 -0.50491 0.267 -0.448 1.162 0.10
H 1.49179 1.77420 -0.33167 0.693 -0.208 0.594 0.08
H 0.43705 1.58745 1.13944 0.346 -0.291 0.459 0.08
H -0.10020 -0.15381 -1.36608 1.416 0.681 1.165 0.14
H 1.67387 -1.08191 0.82780 0.691 0.144 -0.389 0.08
H 2.10953 -0.93295 -0.93729 -1.234 -0.310 2.762 0.13
H -0.90610 -1.71916 0.59808 0.125 1.923 -0.300 0.10
H -1.06581 -0.21707 1.55792 1.124 0.181 0.253 0.04
H -2.52957 -0.93807 -1.03190 -0.309 -0.426 -0.759 -0.16
N 1.37426 -1.00185 -0.13482 2.286 -0.721 -2.695 -0.01
S -2.45358 0.01286 -0.13383 -0.670 0.383 -0.070 0.70
```
Forces are in eV/Å.

=====

C3H9NS | wB97M-V/def2-TZVPD

F_max	5.39	eV/Å
net charge	0
structure (SMILES)	C=N.CCS
E_tot	-572.5679	hartree
HOMO level	-8.58	eV

Structure (XYZ):
```
14
Properties=species:S:1:pos:R:3:forces:R:3:lowdin_charge:R:1
C 0.39222 -0.56998 -2.42593 -0.061 3.426 1.796 -0.17
N 0.15864 0.72697 -2.30032 -1.469 -4.576 -2.440 -0.01
H 1.27485 -1.04466 -1.93661 -0.324 0.262 -0.843 0.06
H -0.39955 -1.25107 -2.75489 0.187 0.426 -0.140 0.05
H -1.18482 0.73749 0.16675 0.102 -0.386 -0.058 -0.13
H 0.91633 1.25106 -1.98706 1.886 0.694 1.027 -0.01
C 0.86537 1.12421 1.82950 -1.080 -1.050 0.107 -0.16
C 0.28272 -0.32962 1.74765 -0.722 2.131 -0.657 -0.57
S -0.91186 -0.57184 0.36739 0.067 0.133 -0.024 0.67
H 1.60101 1.42955 1.11658 0.219 -0.188 -1.013 0.05
H -0.00223 1.79455 1.77592 0.488 0.175 0.298 0.06
H 1.39679 1.18603 2.76427 -0.150 0.300 0.677 0.06
H 1.09676 -1.03621 1.62160 -0.404 -0.456 0.632 0.06
H -0.46168 -0.35378 2.55004 1.262 -0.891 0.639 0.04
```
Forces are in eV/Å.

=====

C3H9NS | wB97M-V/def2-TZVPD

F_max	5.56	eV/Å
net charge	0
E_tot	-572.5165	hartree
HOMO level	-8.66	eV

Structure (XYZ):
```
14
Properties=species:S:1:pos:R:3:forces:R:3:lowdin_charge:R:1
C -0.87026 -0.53188 1.01812 -4.058 1.862 3.318 -0.37
C -0.96884 -0.55075 -0.55177 0.240 -1.032 2.411 -0.35
C 0.44230 -0.33197 -0.94566 3.032 -2.445 -0.753 -0.66
H 0.22521 -2.10927 1.32932 0.652 -0.074 0.153 0.05
H 0.08441 -1.48823 2.84804 -0.230 1.737 -3.596 0.15
H -1.01954 0.50829 1.39023 0.563 -0.526 -0.160 0.09
H -1.79257 -1.03924 1.45915 0.525 0.665 -1.041 0.11
H -1.77930 0.10767 -1.06664 1.543 -1.284 1.308 0.14
H -1.14692 -1.58394 -0.50612 -1.002 -1.860 -1.772 0.07
H 0.68291 -0.84220 -2.06277 -0.202 1.774 3.108 0.14
H 1.28719 -0.71824 0.02334 -2.682 0.523 -3.472 0.15
H 0.93077 1.47207 0.38030 0.776 0.064 2.435 -0.18
N 0.24302 -1.17882 1.75573 0.317 -1.805 1.348 -0.08
S 0.57547 1.40203 -0.82557 0.524 2.403 -3.287 0.73
```
Forces are in eV/Å.